Formula: C5H9ClS
Source: OMol25
Level of theory: ωB97M-V/def2-TZVPD

Structure (XYZ):
```
16
C5H9ClS ωB97M-V/def2-TZVPD
C 1.75 0.73 0.23
C 0.38 1.26 0.48
C -0.17 2.24 -0.23
C -2.33 -0.95 0.27
C -1.97 0.38 -0.28
H 2.39 0.84 1.11
H 2.22 1.23 -0.62
H -0.17 0.81 1.31
H 0.36 2.70 -1.07
H -1.16 2.62 -0.01
H -2.86 -1.64 -0.38
H -2.61 -1.01 1.32
H -2.24 0.61 -1.30
H -1.99 1.23 0.39
S -0.57 -0.74 -0.07
Cl 1.72 -1.03 -0.15
```

Values from the calculation:
Orbital gap (eV): 8.90
Relative energy (zero: lowest compared OMol25 entry of this formula, charge and spin) (kcal/mol): 101.1
E_tot (eV): -28683.818
LUMO energy (eV): 0.983